Entry 1:
Density functional theory data (the ωB97M-V functional and the def2-TZVPD basis) for a structure of composition C19H44NO12P2S2.

Each line ends with the Löwdin charge.
Element x y z (Å)
1 C -4.02 -5.53 7.24  -0.0209
2 C -4.70 -4.78 6.34  -0.2479
3 S -5.91 -3.60 6.87  0.4592
4 O -7.13 -4.34 6.60  -0.3386
5 O -5.66 -3.36 8.27  -0.3377
6 N -5.95 -2.30 5.96  -0.3362
7 S -4.63 -1.43 5.78  0.5132
8 O -5.04 -0.06 5.52  -0.3603
9 O -3.65 -1.55 6.84  -0.3437
10 C -3.85 -1.93 4.21  -0.3993
11 C -2.60 -2.81 4.42  -0.0788
12 C -4.88 -2.54 3.27  -0.2082
13 C -4.25 -3.02 1.93  -0.2435
14 C -4.09 -4.56 1.89  -0.1016
15 H -4.13 -6.61 7.18  0.0533
16 H -3.35 -5.11 7.98  0.0642
17 H -4.54 -4.90 5.27  0.0550
18 H -3.50 -1.01 3.74  0.1196
19 H -2.04 -2.47 5.28  0.0713
20 H -2.84 -3.87 4.48  0.0563
21 H -1.98 -2.70 3.52  0.0725
22 H -5.60 -1.76 3.02  0.1122
23 H -5.39 -3.39 3.71  0.0912
24 H -4.98 -2.79 1.15  0.0868
25 H -3.29 -2.53 1.74  0.0912
26 H -4.14 -5.00 2.89  0.0501
27 H -4.92 -5.00 1.32  0.0657
28 H -3.14 -4.82 1.42  0.0605
29 O -0.42 -2.43 -0.08  -0.2055
30 P -0.05 -2.29 -1.49  0.4282
31 O -0.13 -0.77 -1.97  -0.1851
32 C 0.62 0.23 -1.26  -0.2615
33 C 2.10 0.17 -1.58  -0.0738
34 O -1.31 -2.86 -2.34  -0.2140
35 C -2.21 -3.81 -1.76  -0.2716
36 C -3.54 -3.15 -1.46  -0.0707
37 O 1.11 -2.91 -2.37  -0.1810
38 C 0.98 -3.28 -3.75  -0.2528
39 C 0.85 -2.10 -4.68  -0.0707
40 H 0.45 0.12 -0.19  0.1143
41 H 0.21 1.19 -1.56  0.1169
42 H 2.54 -0.77 -1.23  0.0737
43 H 2.64 0.99 -1.10  0.0739
44 H 2.27 0.22 -2.65  0.0713
45 H -1.79 -4.25 -0.87  0.1024
46 H -2.34 -4.61 -2.50  0.1154
47 H -3.40 -2.29 -0.81  0.0756
48 H -4.21 -3.86 -0.97  0.0689
49 H -4.01 -2.80 -2.38  0.0778
50 H 0.18 -3.99 -3.89  0.1126
51 H 1.91 -3.81 -3.97  0.1184
52 H -0.13 -1.62 -4.58  0.0760
53 H 0.96 -2.44 -5.71  0.0796
54 H 1.61 -1.35 -4.48  0.0722
55 O 4.31 3.43 -2.57  -0.2124
56 P 4.63 4.82 -2.18  0.5098
57 O 3.86 5.65 -3.37  -0.2207
58 C 2.45 5.51 -3.53  -0.2803
59 C 1.67 6.26 -2.47  -0.0772
60 O 6.15 5.03 -2.68  -0.2130
61 C 7.10 3.96 -2.60  -0.2794
62 C 7.41 3.43 -3.98  -0.0731
63 O 4.57 5.98 -1.11  -0.1951
64 C 5.40 7.16 -1.11  -0.2420
65 C 5.09 8.13 -2.22  -0.0689
66 H 2.18 4.45 -3.53  0.1063
67 H 2.22 5.91 -4.52  0.1165
68 H 1.84 5.84 -1.47  0.0728
69 H 0.60 6.21 -2.68  0.0787
70 H 1.97 7.31 -2.43  0.0650
71 H 6.74 3.17 -1.95  0.1082
72 H 8.00 4.38 -2.14  0.1153
73 H 6.49 3.11 -4.48  0.0783
74 H 8.09 2.58 -3.93  0.0773
75 H 7.86 4.21 -4.59  0.0762
76 H 6.45 6.88 -1.10  0.1130
77 H 5.20 7.63 -0.14  0.1205
78 H 5.40 7.75 -3.19  0.0762
79 H 5.62 9.07 -2.03  0.0830
80 H 4.02 8.34 -2.27  0.0686

Properties
frontier orbital gap	6.63	eV
charge	-1
2S+1	1
HOMO level	-0.1905	Ha

Entry 2:
Density functional theory data (the ωB97M-V functional and the def2-TZVPD basis) for a cluster of 12 separate species, C36H80F16N12O32S16 in total.

Each line ends with the Löwdin charge.
Element x y z (Å)
1 C 0.47 4.07 -6.84  -0.0954
2 C 1.71 3.30 -6.42  -0.2222
3 C 2.88 4.27 -6.35  -0.1169
4 N 4.24 3.62 -6.05  -0.2507
5 C 4.21 3.02 -4.69  -0.1271
6 C 5.58 2.57 -4.18  -0.1514
7 C 6.57 3.72 -4.24  -0.1926
8 C 6.64 4.32 -5.64  -0.1632
9 C 5.27 4.71 -6.18  -0.1190
10 C 4.55 2.57 -7.08  0.0217
11 H 0.64 4.83 -7.61  0.0681
12 H -0.02 4.52 -5.98  0.0495
13 H -0.29 3.43 -7.30  0.0749
14 H 1.98 2.57 -7.17  0.0989
15 H 1.55 2.81 -5.46  0.0949
16 H 2.81 5.05 -5.58  0.1339
17 H 3.03 4.81 -7.29  0.1238
18 H 3.85 3.77 -3.97  0.1449
19 H 3.45 2.26 -4.54  0.1052
20 H 5.41 2.17 -3.18  0.1083
21 H 5.92 1.70 -4.75  0.1105
22 H 6.40 4.46 -3.45  0.1199
23 H 7.55 3.36 -3.91  0.1059
24 H 7.25 5.21 -5.59  0.1156
25 H 7.06 3.57 -6.31  0.1039
26 H 4.87 5.63 -5.74  0.1355
27 H 5.35 4.84 -7.26  0.1220
28 H 4.21 2.95 -8.04  0.1078
29 H 3.91 1.72 -6.84  0.0666
30 H 5.59 2.27 -7.00  0.0964
31 C 3.34 2.85 -1.19  -0.0653
32 C 3.04 1.66 -0.29  -0.1750
33 C 1.55 1.43 -0.46  -0.1142
34 N 0.95 0.12 0.04  -0.2244
35 C 1.06 0.07 1.55  -0.0840
36 C 0.05 0.98 2.23  -0.1177
37 C -1.34 0.67 1.68  -0.1630
38 C -1.39 0.97 0.17  -0.1614
39 C -0.44 0.00 -0.49  -0.1139
40 C 1.73 -1.02 -0.56  0.0414
41 H 2.78 3.77 -0.99  0.0920
42 H 3.17 2.49 -2.21  0.0571
43 H 4.40 3.08 -1.17  0.0544
44 H 3.24 1.93 0.75  0.1015
45 H 3.66 0.81 -0.55  0.1196
46 H 1.36 1.35 -1.53  0.1058
47 H 0.85 2.23 -0.20  0.1261
48 H 2.10 0.21 1.82  0.1082
49 H 0.75 -0.95 1.77  0.1157
50 H 0.22 2.05 2.06  0.1133
51 H 0.02 0.83 3.31  0.1074
52 H -2.14 1.16 2.25  0.1219
53 H -1.70 -0.37 1.76  0.0899
54 H -1.15 2.02 0.01  0.1004
55 H -2.42 0.79 -0.15  0.0718
56 H -0.35 0.18 -1.56  0.1196
57 H -0.83 -1.02 -0.40  0.1186
58 H 1.11 -1.90 -0.39  0.0888
59 H 2.65 -1.14 0.01  0.1107
60 H 1.90 -0.85 -1.62  0.0991
61 C -2.51 -2.41 4.23  -0.0699
62 C -1.40 -3.45 4.28  -0.1982
63 C -1.87 -4.70 4.98  -0.1019
64 N -0.99 -5.95 4.84  -0.2626
65 C 0.46 -5.66 5.25  -0.0876
66 C 0.51 -5.34 6.74  -0.1460
67 C -0.17 -6.44 7.57  -0.1904
68 C -1.60 -6.69 7.15  -0.1776
69 C -1.60 -7.05 5.68  -0.1252
70 C -0.95 -6.42 3.41  0.0154
71 H -3.50 -2.77 3.92  0.0732
72 H -2.26 -1.67 3.47  0.0619
73 H -2.58 -1.77 5.12  0.0421
74 H -0.54 -3.04 4.82  0.1051
75 H -1.05 -3.57 3.26  0.0864
76 H -2.81 -5.08 4.58  0.1335
77 H -1.99 -4.47 6.04  0.1230
78 H 0.74 -4.79 4.67  0.0911
79 H 0.97 -6.61 5.12  0.1374
80 H 0.07 -4.37 7.00  0.1283
81 H 1.54 -5.26 7.08  0.1277
82 H -0.06 -6.05 8.59  0.1153
83 H 0.41 -7.36 7.47  0.1128
84 H -2.36 -5.95 7.40  0.1161
85 H -1.90 -7.59 7.70  0.1129
86 H -2.58 -7.26 5.25  0.1289
87 H -0.93 -7.89 5.48  0.1316
88 H -0.51 -5.61 2.83  0.0826
89 H -1.96 -6.73 3.14  0.1030
90 H -0.26 -7.26 3.34  0.1129
91 C -7.81 1.20 -3.58  -0.0825
92 C -6.71 0.18 -3.24  -0.2253
93 C -6.31 0.23 -1.79  -0.0979
94 N -5.24 -0.85 -1.45  -0.2416
95 C -5.78 -2.20 -1.71  -0.1387
96 C -4.91 -3.37 -1.24  -0.1592
97 C -4.61 -3.27 0.24  -0.1788
98 C -4.06 -1.88 0.55  -0.1512
99 C -4.94 -0.73 0.05  -0.0712
100 C -3.98 -0.61 -2.21  0.0373
101 H -8.02 1.13 -4.65  0.0670
102 H -7.38 2.19 -3.41  0.0719
103 H -8.65 1.05 -2.92  0.0754
104 H -5.84 0.30 -3.88  0.1127
105 H -7.13 -0.81 -3.42  0.0947
106 H -7.06 -0.02 -1.04  0.1319
107 H -5.75 1.12 -1.49  0.0974
108 H -6.76 -2.22 -1.22  0.1369
109 H -5.93 -2.41 -2.77  0.1239
110 H -5.61 -4.19 -1.40  0.1166
111 H -4.05 -3.53 -1.88  0.1048
112 H -5.55 -3.43 0.79  0.1141
113 H -3.94 -4.02 0.65  0.0991
114 H -3.89 -1.69 1.61  0.1124
115 H -3.06 -1.78 0.12  0.0932
116 H -5.87 -0.63 0.59  0.1396
117 H -4.37 0.20 0.14  0.1093
118 H -3.22 -1.32 -1.91  0.0795
119 H -3.62 0.42 -2.13  0.0962
120 H -4.18 -0.80 -3.27  0.1092
121 N -2.09 4.79 -3.02  -0.2568
122 S -2.03 3.32 -3.52  0.4381
123 O -1.51 2.29 -2.67  -0.2785
124 O -1.77 3.06 -4.91  -0.3072
125 F -3.61 3.02 -3.48  -0.2175
126 S -0.50 5.02 -2.60  0.5031
127 O 0.49 4.87 -3.61  -0.2901
128 O -0.25 4.55 -1.28  -0.2597
129 F -0.58 6.59 -2.36  -0.1939
130 N -3.96 0.31 7.32  -0.2959
131 S -2.78 0.92 6.46  0.4441
132 O -2.12 0.02 5.56  -0.2990
133 O -1.97 1.87 7.13  -0.2608
134 F -3.68 1.79 5.47  -0.1876
135 S -3.11 -0.46 8.50  0.4904
136 O -2.85 0.36 9.64  -0.2937
137 O -2.12 -1.41 8.09  -0.3032
138 F -4.28 -1.46 8.96  -0.2399
139 N -4.81 4.91 -0.47  -0.2459
140 S -6.45 4.58 -0.53  0.5189
141 O -7.21 5.22 0.49  -0.2849
142 O -6.83 3.28 -0.98  -0.3187
143 F -6.82 5.45 -1.83  -0.2150
144 S -4.33 3.49 0.03  0.4487
145 O -4.05 2.40 -0.87  -0.3200
146 O -4.79 3.14 1.34  -0.2835
147 F -2.87 4.02 0.35  -0.1766
148 N 2.86 3.58 5.19  -0.2992
149 S 3.61 2.70 4.02  0.5028
150 O 3.94 3.32 2.78  -0.2853
151 O 3.31 1.31 3.97  -0.2754
152 F 5.04 2.71 4.76  -0.2114
153 S 1.33 3.51 4.77  0.4600
154 O 0.62 2.36 5.24  -0.2834
155 O 0.97 4.05 3.50  -0.2938
156 F 0.80 4.64 5.80  -0.2274
157 N -1.47 -5.26 -1.70  -0.2937
158 S -0.78 -4.05 -2.56  0.4827
159 O 0.58 -3.78 -2.26  -0.2577
160 O -1.65 -2.94 -2.82  -0.2851
161 F -0.68 -4.77 -3.97  -0.1835
162 S -0.87 -5.00 -0.27  0.4544
163 O -1.28 -3.74 0.27  -0.2948
164 O 0.40 -5.57 0.02  -0.2611
165 F -1.87 -6.04 0.51  -0.2450
166 N 2.56 0.09 -5.84  -0.2911
167 S 1.13 -0.11 -5.05  0.4947
168 O 1.06 0.61 -3.82  -0.2612
169 O 0.39 -1.32 -5.18  -0.2473
170 F 0.22 0.80 -6.01  -0.1936
171 S 3.49 -0.77 -4.93  0.4461
172 O 3.37 -2.18 -5.09  -0.2661
173 O 3.81 -0.26 -3.64  -0.2655
174 F 4.87 -0.44 -5.75  -0.2336
175 N 2.82 -3.57 4.02  -0.2892
176 S 2.63 -2.00 4.06  0.4368
177 O 1.32 -1.53 4.36  -0.2659
178 O 3.45 -1.24 3.18  -0.2612
179 F 3.32 -1.75 5.49  -0.1981
180 S 2.34 -3.89 2.48  0.4973
181 O 3.36 -3.84 1.51  -0.2447
182 O 0.99 -3.51 2.22  -0.2943
183 F 2.23 -5.49 2.72  -0.2255
184 N 8.76 3.65 0.40  -0.2946
185 S 7.33 3.29 -0.13  0.4626
186 O 6.35 2.74 0.75  -0.2560
187 O 7.31 2.91 -1.52  -0.3123
188 F 6.71 4.80 -0.27  -0.2339
189 S 9.06 2.33 1.31  0.4818
190 O 9.06 1.11 0.58  -0.2899
191 O 8.53 2.36 2.62  -0.2603
192 F 10.63 2.62 1.51  -0.2254

Properties
frontier orbital gap	6.19	eV
charge	-4
2S+1	1
HOMO level	-0.0417	Ha

Entry 3:
Density functional theory data (the ωB97M-V functional and the def2-TZVPD basis) for a structure of composition C41H64GeN7O2P3V.

Each line ends with the Mulliken spin population.
Element x y z (Å)
1 V -0.07 0.04 -0.09  1.9285
2 C 0.17 4.32 -1.96  -0.0041
3 C -0.04 4.09 -0.46  0.0103
4 C 1.27 4.14 0.33  0.0361
5 P -1.02 2.56 -0.12  0.1253
6 C -1.53 2.84 1.63  0.0051
7 N -0.54 2.46 2.62  -0.0269
8 Ge 0.60 1.00 2.22  -0.1954
9 N 0.47 -0.34 3.55  0.0055
10 C -0.25 -1.54 3.21  0.0074
11 P -1.34 -1.16 1.80  -0.0649
12 C -0.71 -3.89 0.92  0.0035
13 C -0.58 -4.84 -0.26  0.0004
14 C -1.58 -5.48 2.46  0.0000
15 C -3.06 -1.02 2.46  -0.0319
16 C -3.04 -0.06 3.65  0.0018
17 C -3.76 -2.32 2.83  -0.0023
18 C 1.38 -0.39 4.60  0.0190
19 C 1.82 -1.57 5.21  -0.0131
20 C 2.79 -1.51 6.20  0.0113
21 C 3.34 -0.30 6.60  -0.0088
22 C 2.89 0.88 6.03  0.0157
23 C 1.90 0.82 5.06  0.0565
24 N 1.32 2.00 4.47  0.0820
25 C 0.05 2.45 4.95  -0.0044
26 C -0.24 2.59 6.29  0.0086
27 C -1.46 3.12 6.68  -0.0010
28 C -2.37 3.50 5.70  0.0103
29 C -2.09 3.32 4.35  -0.0122
30 C -0.87 2.76 3.95  0.0075
31 C 2.22 2.98 4.04  0.2415
32 C 2.36 4.22 4.63  -0.1027
33 C 3.39 5.05 4.21  0.1905
34 C 4.29 4.63 3.20  0.0214
35 C 4.11 3.44 2.56  0.0786
36 C 3.00 2.61 2.89  0.0924
37 N 2.55 1.58 2.16  0.3231
38 C 3.34 1.21 1.00  -0.0451
39 P 2.48 0.12 -0.22  0.0735
40 C 3.31 0.65 -1.79  -0.0329
41 C 4.81 0.95 -1.69  -0.0016
42 C 2.63 1.87 -2.41  0.0283
43 C 3.08 -1.59 0.14  -0.0066
44 C 4.47 -1.99 -0.37  0.0002
45 C 3.00 -1.85 1.65  -0.0014
46 C -2.59 3.00 -1.03  -0.0338
47 C -3.55 1.83 -1.21  0.0275
48 C -3.32 4.21 -0.45  -0.0011
49 H 1.07 4.92 -2.13  0.0009
50 H -0.66 4.86 -2.41  0.0001
51 H 0.29 3.39 -2.52  0.0012
52 H -0.67 4.90 -0.08  -0.0058
53 H 1.90 3.29 0.08  -0.0079
54 H 1.09 4.13 1.41  0.0106
55 H 1.81 5.05 0.09  0.0000
56 H -2.48 2.30 1.77  0.0016
57 H -1.76 3.90 1.73  0.0022
58 H -0.86 -1.89 4.06  -0.0021
59 H 0.40 -2.38 2.93  0.0131
60 H 0.24 -3.86 1.46  0.0031
61 H -1.54 -5.01 -0.74  0.0000
62 H -0.17 -5.80 0.06  0.0005
63 H 0.10 -4.41 -0.99  -0.0012
64 H -2.35 -5.55 3.23  0.0000
65 H -0.59 -5.53 2.94  0.0001
66 H -1.69 -6.32 1.77  -0.0001
67 H -3.63 -0.54 1.65  -0.0005
68 H -2.50 -0.48 4.49  -0.0004
69 H -4.07 0.14 3.98  0.0000
70 H -2.58 0.90 3.41  -0.0027
71 H -3.20 -2.85 3.62  0.0001
72 H -3.86 -3.01 2.00  -0.0001
73 H -4.75 -2.09 3.22  -0.0001
74 H 1.42 -2.53 4.91  -0.0017
75 H 3.12 -2.43 6.66  0.0003
76 H 4.10 -0.27 7.37  0.0001
77 H 3.28 1.83 6.34  -0.0015
78 H 0.50 2.30 7.03  0.0001
79 H -1.70 3.24 7.72  0.0002
80 H -3.32 3.93 5.98  0.0004
81 H -2.84 3.60 3.62  -0.0007
82 H 1.71 4.51 5.44  0.0018
83 H 3.54 6.00 4.69  0.0028
84 H 5.11 5.27 2.93  0.0016
85 H 4.80 3.14 1.78  -0.0146
86 H 4.27 0.72 1.32  -0.0032
87 H 3.62 2.10 0.44  -0.0083
88 H 3.16 -0.21 -2.45  -0.0045
89 H 4.99 1.91 -1.21  0.0003
90 H 5.22 1.02 -2.70  -0.0002
91 H 5.38 0.19 -1.16  -0.0001
92 H 2.85 2.77 -1.84  0.0013
93 H 1.55 1.77 -2.48  0.0083
94 H 3.02 2.04 -3.42  -0.0004
95 H 2.33 -2.21 -0.35  -0.0013
96 H 5.26 -1.43 0.13  -0.0001
97 H 4.57 -1.87 -1.45  0.0003
98 H 4.62 -3.04 -0.14  -0.0004
99 H 3.79 -1.33 2.19  0.0007
100 H 3.12 -2.91 1.85  0.0014
101 H 2.04 -1.53 2.06  0.0399
102 H -2.22 3.27 -2.02  0.0015
103 H -3.94 1.48 -0.25  -0.0016
104 H -3.07 1.01 -1.73  -0.0007
105 H -4.41 2.15 -1.81  -0.0001
106 H -3.76 3.98 0.53  0.0004
107 H -4.14 4.48 -1.11  -0.0003
108 H -2.69 5.09 -0.34  -0.0003
109 N -2.23 -1.00 -0.86  -0.0137
110 N -2.02 -2.38 -0.55  0.0085
111 C -0.98 -2.45 0.47  -0.0077
112 O -1.75 -4.23 1.81  0.0000
113 O 0.17 -1.89 -0.04  0.0367
114 H -3.07 -0.64 -0.43  0.0068
115 H -2.38 -0.95 -1.87  0.0006
116 H -2.88 -2.83 -0.24  -0.0007
117 N 0.15 -0.41 -3.37  0.0197
118 C 0.09 -0.13 -2.25  0.0922
119 H 0.20 -0.68 -4.33  0.0014

Properties
frontier orbital gap (spin up / spin down)	7.55 / 5.00	eV
charge	+2
2S+1	4
HOMO level (spin up / spin down)	-0.4502 / -0.4497	Ha